P) Density functional theory data (ωB97M-V with the def2-TZVPD basis set) for C6H7F in the gas phase.

Results
M: 98.12 g/mol
HOMO-LUMO gap: 9.3 eV

```
! RIJCOSX wB97M-V def2-TZVPD def2/J DEFGRID3
* xyz 0 1
C -1.3924 0.8691 0.1520
H 0.3096 -1.7505 -1.2863
C -1.5247 -0.3688 -0.5596
F 1.9906 0.1783 -0.3888
H 0.6105 2.0083 1.0684
H -2.3773 1.1111 0.6871
H -2.4964 -0.6939 -1.2715
H 0.7915 -1.8469 1.3475
H -0.8174 -1.0884 1.6271
C 0.6874 0.0303 0.0865
C 0.0223 1.3978 0.2171
C -0.2270 -1.0688 -0.5693
C 0.0878 -1.0987 1.0398
H 0.1439 2.0907 -0.8719
*
```

***

Q) Density functional theory data (ωB97M-V with the def2-TZVPD basis set) for C6H7F in the gas phase.

Results
M: 98.12 g/mol
HOMO-LUMO gap: 10.0 eV

```
! RIJCOSX wB97M-V def2-TZVPD def2/J DEFGRID3
* xyz 0 1
H -0.2496 1.6874 1.4569
C -0.2693 1.2577 0.4318
C -0.0660 -1.0604 -0.4365
C -1.5200 0.5817 0.1025
H 0.0230 2.0765 -0.3619
H -0.2242 -0.9820 1.7378
C 0.6296 0.1337 0.0949
F 1.7488 0.5683 -0.6355
H -2.4935 1.1458 0.1011
H 0.3253 -1.6782 -1.2990
H -2.3310 -1.0765 -0.9516
H 1.5491 -1.7612 1.1771
C 0.6119 -1.0698 1.0058
C -1.4426 -0.5973 -0.5552
*
```

***

R) Density functional theory data (ωB97M-V with the def2-TZVPD basis set) for C6H7F in the gas phase.

Results
M: 98.12 g/mol
HOMO-LUMO gap: 10.5 eV

```
! RIJCOSX wB97M-V def2-TZVPD def2/J DEFGRID3
* xyz 0 1
H 0.2442 2.1361 0.8695
C 0.1054 0.9925 0.9290
C 1.2444 0.2276 0.4718
F -0.1423 -1.0506 -2.1802
H 2.1353 -1.1967 -0.4701
H 2.1302 0.8159 0.7211
H -2.0380 1.4014 0.5279
H -0.2690 -2.3268 -0.5532
C 1.2121 -0.7964 -0.2786
C -1.1637 0.7659 0.2617
H -2.1559 -0.4257 -0.9767
C -1.1883 -0.2800 -0.5186
C -0.1344 -1.3129 -0.8108
H 0.0202 1.0496 2.0073
*
```

***

It comes down to R), which is 4.1 kcal/mol more stable than the next structure.

***

P) Density functional theory data (ωB97M-V with the def2-TZVPD basis set) for a molecular structure, C7H15N4S2.

Results
M: 219.36 g/mol
HOMO-LUMO gap: 9.1 eV

```
! RIJCOSX wB97M-V def2-TZVPD def2/J DEFGRID3
* xyz 1 1
N 1.8324 -0.1744 0.3452
S 0.8766 -2.8034 -0.3844
S 2.8712 2.2953 0.0822
H 1.8139 -0.2577 2.4351
H -3.1383 1.0360 0.8734
H -2.6293 0.0318 -2.7931
H -1.2911 -1.3732 -0.1546
H 2.4865 -1.7063 1.6600
C 0.8688 -1.0454 -0.4051
H -1.6397 -1.0529 -1.8176
N -0.7228 -0.7258 0.5493
C -1.9831 0.0377 -1.9396
C -1.1529 0.6763 0.3808
H -1.9877 2.0266 -1.2231
H 1.0904 -2.8901 0.8871
H 3.4109 -0.0883 1.7656
N 0.7389 -0.4683 -1.5988
H 0.6615 -0.9386 -2.4193
H -0.7426 -0.9120 1.5441
H 1.2845 1.4750 -2.2564
H -0.1910 1.2916 0.4494
H -2.3121 0.3702 2.2206
C -1.7424 0.9847 -1.0920
C 2.3957 -0.5580 1.6048
N 1.4224 0.7528 -1.5725
C 2.1097 0.9532 -0.3724
C -2.2413 1.0649 1.4056
H -2.0892 1.9983 1.8258
*
```

***

Q) Density functional theory data (ωB97M-V with the def2-TZVPD basis set) for a gas-phase ion, C7H15N4S2 (charge +1).

Results
M: 219.36 g/mol
HOMO-LUMO gap: 7.5 eV

```
! RIJCOSX wB97M-V def2-TZVPD def2/J DEFGRID3
* xyz 1 1
H -2.5849 -3.3848 -2.2531
C -2.1960 -0.8176 0.5018
N -1.2799 0.1024 0.5981
H 1.0197 2.9962 0.4947
C -0.2520 0.0319 1.6010
S -3.4127 -0.9539 -0.7299
C -1.0849 1.1853 -0.3255
H -1.1002 2.1219 0.2390
C -1.7021 -2.7408 -2.2559
H 2.6605 2.5846 -0.0198
C 1.1260 -0.1106 0.8833
N -0.0455 -3.6292 -1.0207
H -1.8719 1.2114 -1.0759
N -1.0327 -2.8852 -0.9964
H 1.1289 -1.0501 0.3228
S -2.2775 -1.0153 -2.4432
C 0.3146 1.0471 -1.0028
H 0.3191 0.1396 -1.6112
H -0.4200 -0.8122 2.2693
H 1.9165 -0.1502 1.6316
H 0.4812 1.9016 -1.6553
H 2.0954 2.0999 1.5773
C 1.7949 2.2274 0.5397
H -2.2864 -1.5306 1.3083
N 1.3519 0.9662 -0.0233
H -1.0697 -2.9767 -3.1146
H -0.2481 0.9573 2.1812
H 0.3790 -3.7232 -0.0859
*
```

***

It comes down to Q), which is 33.6 kcal/mol more stable than the next structure.

***

P) Density functional theory data (ωB97M-V with the def2-TZVPD basis set) for C4H6N2OS in the gas phase.

Results
M: 130.17 g/mol
HOMO-LUMO gap: 9.3 eV

```
! RIJCOSX wB97M-V def2-TZVPD def2/J DEFGRID3
* xyz 0 1
H -2.9335 -1.8405 0.0138
C -0.2380 -0.9800 -0.0035
C 0.8297 -0.0655 -0.0026
C 2.3080 -0.3607 0.0001
N -0.9313 1.0636 -0.0020
C -1.3817 -0.1840 0.0035
H 2.4695 -1.4437 -0.0205
H -0.1801 -2.0680 0.0112
H 2.8017 0.0694 0.8781
H 2.7885 0.0631 -0.8779
S -3.1086 -0.5311 -0.0033
O -1.7257 2.1715 -0.0025
N 0.3861 1.1924 -0.0019
H -1.0845 2.9135 0.0076
*
```

***

Q) Density functional theory data (ωB97M-V with the def2-TZVPD basis set) for C4H6N2OS in the gas phase.

Results
M: 130.17 g/mol
HOMO-LUMO gap: 8.5 eV

```
! RIJCOSX wB97M-V def2-TZVPD def2/J DEFGRID3
* xyz 0 1
C -1.8064 -0.9845 -0.0548
C -0.7202 0.1044 -0.0267
H -1.7165 2.0416 -0.0036
C -0.7981 1.4946 -0.0952
N 0.3879 2.0731 -0.1914
H 2.8780 0.2098 -0.5087
N 0.7044 -0.1210 0.1241
C 1.2992 1.0982 -0.0430
H -2.7356 -0.3508 0.0924
H -1.7744 -1.4906 -0.9522
H -1.7869 -1.6856 0.7918
S 1.5192 -1.5812 -0.1974
O 2.6579 1.1420 0.0527
H 1.8914 -1.9498 1.0121
*
```

***

R) Density functional theory data (ωB97M-V with the def2-TZVPD basis set) for C4H6N2OS in the gas phase.

Results
M: 130.17 g/mol
HOMO-LUMO gap: 8.0 eV

```
! RIJCOSX wB97M-V def2-TZVPD def2/J DEFGRID3
* xyz 0 1
C 1.0495 -0.6482 1.8927
O 0.8756 -0.5394 3.0515
N 1.5605 -0.6791 -0.7978
C 1.5377 -0.8676 -2.1207
C 0.1797 -0.0818 0.8541
H -2.1625 0.5727 -0.6983
N 0.4839 -0.1048 -0.4132
H -1.6799 2.2785 -0.2172
S -1.2998 0.4621 1.5941
C -2.1142 1.2415 0.2617
H -3.2407 1.3119 0.6660
H 1.8816 -1.2381 1.3058
H 0.6981 -0.2733 -2.6318
H 2.2305 -1.4343 -2.7469
*
```

***

S) Density functional theory data (ωB97M-V with the def2-TZVPD basis set) for C4H6N2OS in the gas phase.

Results
M: 130.17 g/mol
HOMO-LUMO gap: 9.3 eV

```
! RIJCOSX wB97M-V def2-TZVPD def2/J DEFGRID3
* xyz 0 1
H 1.8685 2.4219 0.6541
H 2.5448 0.0190 -0.2802
H -1.8073 1.0905 1.5017
H 0.8370 -3.1694 -1.0656
H -2.6977 -0.2147 0.5678
C 1.4342 -0.1694 -0.1180
C -1.9235 0.6287 0.4476
O 1.4800 -2.5032 -0.9983
N -0.4800 -1.2168 -0.5431
S 0.4600 2.3838 0.6618
C 0.4629 0.6852 0.1849
N -0.7148 0.0679 -0.0894
C 0.8407 -1.3424 -0.5959
H -2.3047 1.3190 -0.3275
*
```

***

It comes down to S), which is 2.4 kcal/mol more stable than the next structure.

***

P) Density functional theory data (ωB97M-V with the def2-TZVPD basis set) for 2 unconnected molecules or ions with the total composition C9H14O.

Results
M: 138.21 g/mol
HOMO-LUMO gap (spin up / spin down): 2.7 / 6.9 eV
Expectation value of S²: 0.761

```
! RIJCOSX wB97M-V def2-TZVPD def2/J DEFGRID3
* xyz -1 2
H 0.2928 -0.1724 -1.7100
H -2.5696 0.4159 -0.2248
H 0.3576 2.7986 0.4750
H -0.8806 -2.1180 -3.6006
H -1.6018 -1.5451 -2.1166
C 0.2900 1.8307 0.9023
C -0.8892 1.0436 0.9316
H 1.5906 -1.2943 -2.2870
H 3.5090 0.1459 2.0408
O 2.7350 -0.5853 2.1304
H -1.7339 -0.7577 1.7662
C -0.7760 -0.2067 1.5917
H 2.2968 2.0847 1.2357
C 1.5201 1.3246 1.3385
C -2.1604 1.3070 0.4515
H 0.7201 -0.1809 -3.3775
C 0.4312 -0.7893 1.9811
H -2.6781 1.6713 1.3747
H -2.3123 2.1741 -0.3000
C 1.5871 -0.0106 1.7722
C 0.5896 -0.8523 -2.4993
C -0.5832 -1.9094 -2.5832
H -0.2028 -2.7685 -1.9227
H 0.4679 -1.6061 2.6300
*
```

***

Q) Density functional theory data (ωB97M-V with the def2-TZVPD basis set) for 2 unconnected molecules or ions with the total composition C9H14O.

Results
M: 138.21 g/mol
HOMO-LUMO gap (spin up / spin down): 2.7 / 6.8 eV
Expectation value of S²: 0.761

```
! RIJCOSX wB97M-V def2-TZVPD def2/J DEFGRID3
* xyz -1 2
H -2.3463 0.1208 -3.3137
H 3.0955 0.7422 2.4511
C 2.1585 -0.5448 0.8989
H 0.2781 -2.8632 -0.7465
C 0.9835 -1.1622 0.4836
H 0.8274 -1.4683 -1.6531
H 0.2694 0.6912 4.5630
C 1.0691 0.2513 2.8996
H -1.0514 -1.6364 1.0309
C -0.1412 -1.1196 1.2921
H -0.5423 1.5991 -3.2449
H 2.0094 -2.4808 -0.8438
H -1.0634 -0.2486 3.0492
C -2.6043 1.0947 -2.9087
C -1.3291 1.8478 -2.5395
H -1.0057 1.6602 -1.5139
C -0.1259 -0.3723 2.5330
H -3.2002 1.6134 -3.6658
H 3.0853 -0.6334 0.3330
H -3.2064 0.8438 -2.0451
O 1.0905 0.9563 4.1154
C 2.1998 0.2299 2.1302
C 1.0099 -2.0555 -0.7365
H -1.4600 2.9346 -2.5685
*
```

***

It comes down to Q), which is 44.0 kcal/mol more stable than the next structure.